[1]
{"formula": "C3H5IO", "method": "the ωB97M-V functional and the def2-TZVPD basis", "e_lumo_ev": [0.380, 0.378], "e_homo_ha": [-0.300, -0.300], "de_lowest_kcal_mol": 65.0, "symbols": ["C", "C", "C", "O", "I", "H", "H", "H", "H", "H"], "xyz": [[0.105, -0.359, 1.835], [-0.018, 0.843, -1.002], [-0.318, -0.519, -0.472], [0.295, 0.730, 2.208], [0.936, -2.124, -1.028], [0.295, -1.294, 2.289], [0.962, 0.924, -0.985], [-0.649, 0.986, -1.844], [-0.320, 1.563, -0.291], [-1.288, -0.750, -0.711]]}

[2]
{"formula": "C7H9O3P", "method": "the ωB97M-V functional and the def2-TZVPD basis", "e_lumo_ev": -0.322, "e_homo_ha": -0.321, "de_lowest_kcal_mol": 31.0, "symbols": ["C", "C", "C", "P", "O", "C", "O", "C", "C", "C", "O", "H", "H", "H", "H", "H", "H", "H", "H", "H"], "xyz": [[-1.497, 1.249, -3.521], [-1.406, 0.551, -2.231], [-0.349, 0.658, -1.441], [-0.405, -0.252, 0.572], [-1.723, -0.677, 1.134], [0.699, -1.728, 0.902], [0.543, -2.704, 0.256], [1.679, -1.398, 1.911], [1.171, -0.226, 2.750], [0.407, 0.809, 1.983], [0.253, 1.990, 2.102], [-0.554, 1.180, -4.044], [-1.603, 2.291, -3.268], [-2.410, 0.973, -4.033], [-2.390, -0.028, -2.201], [0.412, 1.361, -1.557], [1.938, -2.375, 2.498], [2.563, -1.027, 1.446], [2.114, 0.055, 3.182], [0.557, -0.702, 3.560]]}

[3]
{"formula": "C18H23ClN4O2", "method": "the ωB97M-V functional and the def2-TZVPD basis", "e_lumo_ev": 0.433, "e_homo_ha": -0.297, "de_lowest_kcal_mol": 0.0, "symbols": ["C", "N", "C", "O", "C", "N", "C", "C", "O", "C", "C", "C", "H", "H", "H", "H", "H", "H", "H", "H", "H", "H", "H", "H", "H", "H", "H", "H", "N", "C", "C", "C", "C", "N", "C", "C", "C", "C", "Cl", "C", "C", "H", "H", "H", "H", "H", "H", "H"], "xyz": [[-4.460, -1.479, 1.673], [-3.596, -0.336, 1.374], [-2.425, -0.358, 0.731], [-1.850, 0.698, 0.480], [-1.801, -1.691, 0.295], [-1.980, -1.878, -1.155], [-2.711, -2.848, -1.703], [-2.702, -2.927, -3.211], [-3.364, -3.648, -1.048], [-0.309, -1.762, 0.684], [-0.136, -1.671, 2.206], [0.346, -3.070, 0.222], [-4.013, -2.097, 2.453], [-4.608, -2.087, 0.777], [-5.434, -1.129, 2.016], [-3.928, 0.581, 1.629], [-2.297, -2.502, 0.824], [-1.492, -1.248, -1.772], [-3.251, -3.816, -3.518], [-3.180, -2.039, -3.621], [-1.675, -2.995, -3.565], [0.228, -0.934, 0.221], [-0.515, -0.720, 2.579], [-0.672, -2.487, 2.692], [0.922, -1.743, 2.458], [-0.207, -3.924, 0.616], [0.362, -3.124, -0.866], [1.376, -3.114, 0.578], [4.486, 3.245, -3.653], [3.661, 3.745, -2.999], [2.627, 4.393, -2.184], [2.029, 3.417, -1.206], [0.730, 2.965, -1.189], [0.596, 2.087, -0.118], [1.800, 1.974, 0.562], [2.171, 1.240, 1.689], [3.485, 1.335, 2.165], [4.415, 2.165, 1.523], [6.044, 2.291, 2.138], [4.031, 2.897, 0.392], [2.719, 2.794, -0.084], [1.850, 4.787, -2.844], [3.068, 5.233, -1.641], [-0.057, 3.244, -1.884], [-0.275, 1.614, 0.152], [1.447, 0.614, 2.196], [3.790, 0.774, 3.042], [4.752, 3.536, -0.106]]}

[4]
{"formula": "C29H32N4O8S", "method": "the ωB97M-V functional and the def2-TZVPD basis", "charge": 2, "e_lumo_ev": -6.908, "e_homo_ha": -0.500, "symbols": ["C", "C", "C", "C", "O", "C", "N", "C", "C", "C", "C", "C", "C", "N", "C", "C", "C", "C", "S", "C", "N", "N", "C", "O", "C", "C", "C", "C", "C", "C", "H", "H", "H", "H", "H", "H", "H", "H", "H", "H", "H", "H", "H", "H", "H", "H", "H", "H", "H", "H", "H", "H", "H", "H", "C", "C", "O", "C", "O", "O", "H", "H", "H", "H", "C", "C", "O", "C", "O", "O", "H", "H", "H", "H"], "xyz": [[-7.383, 0.187, -0.445], [-7.202, -1.182, -0.370], [-6.562, -1.750, 0.720], [-6.098, -0.917, 1.718], [-5.444, -1.429, 2.862], [-4.472, -2.356, 2.654], [-3.121, -1.698, 2.414], [-3.023, -0.376, 2.254], [-1.801, 0.205, 2.004], [-0.666, -0.589, 1.932], [0.654, 0.032, 1.650], [0.933, 0.511, 0.377], [2.138, 1.118, 0.132], [3.048, 1.248, 1.107], [4.335, 1.925, 0.792], [5.284, 1.094, -0.101], [5.009, -0.405, -0.144], [5.992, -1.188, -1.011], [6.254, -0.696, -2.749], [4.706, -0.250, -3.387], [3.573, -0.040, -2.808], [2.698, 0.342, -3.824], [3.373, 0.323, -4.900], [4.664, -0.049, -4.717], [2.807, 0.775, 2.339], [1.620, 0.162, 2.641], [-0.796, -1.962, 2.127], [-2.038, -2.487, 2.358], [-6.293, 0.447, 1.672], [-6.942, 1.007, 0.582], [-7.876, 0.630, -1.294], [-7.564, -1.813, -1.166], [-6.446, -2.821, 0.781], [-4.645, -3.005, 1.800], [-4.355, -2.960, 3.548], [-3.929, 0.198, 2.327], [-1.736, 1.271, 1.860], [0.220, 0.411, -0.425], [2.383, 1.491, -0.846], [4.050, 2.835, 0.274], [4.786, 2.233, 1.727], [6.291, 1.220, 0.290], [5.290, 1.535, -1.090], [4.009, -0.625, -0.477], [5.105, -0.791, 0.874], [6.991, -1.080, -0.596], [5.738, -2.242, -0.976], [3.038, 0.569, -5.890], [3.585, 0.903, 3.073], [1.455, -0.203, 3.641], [0.060, -2.615, 2.094], [-2.177, -3.546, 2.507], [-5.968, 1.071, 2.493], [-7.102, 2.072, 0.532], [7.579, -4.697, -3.432], [8.474, -3.671, -4.103], [9.776, -4.128, -3.745], [9.710, -5.457, -3.464], [10.640, -6.161, -3.289], [8.409, -5.853, -3.405], [6.663, -4.905, -3.979], [7.331, -4.421, -2.402], [8.376, -3.686, -5.190], [8.318, -2.658, -3.742], [-9.076, 5.876, 1.798], [-7.853, 6.772, 1.710], [-6.862, 5.871, 1.183], [-7.496, 4.884, 0.522], [-6.959, 4.082, -0.181], [-8.819, 4.922, 0.755], [-10.013, 6.389, 1.609], [-9.138, 5.343, 2.747], [-7.984, 7.593, 1.005], [-7.527, 7.165, 2.668]]}

[5]
{"formula": "C16H23ClNO10", "method": "the ωB97M-V functional and the def2-TZVPD basis", "charge": -1, "e_lumo_ev": 2.285, "e_homo_ha": -0.212, "de_lowest_kcal_mol": 11.6, "symbols": ["Cl", "O", "O", "O", "O", "O", "C", "O", "C", "C", "C", "H", "H", "H", "H", "H", "H", "O", "C", "O", "C", "C", "C", "H", "H", "H", "H", "H", "H", "O", "C", "O", "C", "C", "C", "H", "H", "H", "H", "H", "H", "N", "C", "C", "C", "C", "H", "H", "H", "H", "H"], "xyz": [[1.400, -1.871, 1.328], [1.496, -0.496, 1.761], [0.648, -1.866, 0.151], [2.780, -2.149, 1.009], [0.818, -2.677, 2.326], [1.686, 3.324, 9.481], [1.931, 2.662, 8.426], [1.025, 1.686, 7.999], [1.316, 1.254, 6.707], [2.523, 1.973, 6.212], [3.128, 2.724, 7.455], [0.405, 1.187, 6.112], [1.492, 0.178, 6.711], [2.288, 2.547, 5.315], [3.232, 1.321, 5.701], [3.324, 3.782, 7.281], [3.966, 2.136, 7.827], [-2.749, -0.277, -7.790], [-2.281, -1.009, -6.951], [-1.171, -1.813, -7.116], [-0.924, -2.631, -5.979], [-1.741, -2.024, -4.901], [-2.939, -1.324, -5.648], [0.131, -2.468, -5.759], [-1.186, -3.689, -5.996], [-1.156, -1.393, -4.231], [-2.307, -2.760, -4.329], [-3.150, -0.470, -5.005], [-3.877, -1.879, -5.683], [-6.416, -2.170, -1.749], [-6.049, -1.837, -0.624], [-6.834, -0.998, 0.261], [-6.210, -0.869, 1.503], [-4.734, -1.144, 1.208], [-4.712, -2.096, 0.016], [-6.723, -1.575, 2.157], [-6.293, 0.108, 1.978], [-4.237, -1.618, 2.055], [-4.280, -0.171, 1.018], [-4.586, -3.136, 0.317], [-3.946, -1.747, -0.676], [4.808, 2.078, -2.174], [5.327, 1.174, -3.012], [6.162, 1.837, -3.925], [6.021, 3.185, -3.558], [5.218, 3.326, -2.399], [4.149, 1.813, -1.456], [4.974, 0.161, -2.892], [6.814, 1.463, -4.702], [6.500, 4.062, -3.965], [4.935, 4.178, -1.798]]}

[6]
{"formula": "C4H8N2", "method": "the ωB97M-V functional and the def2-TZVPD basis", "e_lumo_ev": 0.545, "e_homo_ha": -0.335, "de_lowest_kcal_mol": 101.9, "symbols": ["C", "C", "C", "C", "H", "H", "H", "H", "H", "H", "H", "H", "N", "N"], "xyz": [[0.255, 1.653, 1.483], [0.136, 0.347, 0.661], [0.016, 0.267, -0.655], [-0.144, -1.110, -1.246], [0.221, 2.516, 0.611], [-0.590, 1.723, 2.268], [1.194, 1.515, 1.961], [-0.235, -0.239, 1.457], [0.424, 1.022, -1.414], [0.216, -1.272, 0.773], [-0.180, -3.059, -0.296], [-0.470, -0.228, -2.919], [-0.400, -1.924, -0.203], [-0.443, -1.211, -2.481]]}

[7]
{"formula": "C3H7N3O2", "method": "the ωB97M-V functional and the def2-TZVPD basis", "e_lumo_ev": 0.547, "e_homo_ha": -0.347, "de_lowest_kcal_mol": 7.8, "symbols": ["N", "C", "O", "C", "N", "C", "N", "O", "H", "H", "H", "H", "H", "H", "H"], "xyz": [[-0.104, -1.521, 2.386], [0.128, -0.412, 1.651], [-0.322, 0.680, 1.932], [0.913, -0.613, 0.352], [0.009, -0.521, -0.769], [-0.203, 0.527, -1.653], [0.471, 1.680, -1.399], [-0.986, 0.371, -2.570], [-0.619, -1.423, 3.248], [0.091, -2.472, 2.123], [1.504, -1.534, 0.335], [1.612, 0.203, 0.295], [-0.537, -1.351, -0.915], [1.054, 1.779, -0.589], [0.058, 2.518, -1.765]]}

Copy entry 5 word for word.
{"formula": "C16H23ClNO10", "method": "the ωB97M-V functional and the def2-TZVPD basis", "charge": -1, "e_lumo_ev": 2.285, "e_homo_ha": -0.212, "de_lowest_kcal_mol": 11.6, "symbols": ["Cl", "O", "O", "O", "O", "O", "C", "O", "C", "C", "C", "H", "H", "H", "H", "H", "H", "O", "C", "O", "C", "C", "C", "H", "H", "H", "H", "H", "H", "O", "C", "O", "C", "C", "C", "H", "H", "H", "H", "H", "H", "N", "C", "C", "C", "C", "H", "H", "H", "H", "H"], "xyz": [[1.400, -1.871, 1.328], [1.496, -0.496, 1.761], [0.648, -1.866, 0.151], [2.780, -2.149, 1.009], [0.818, -2.677, 2.326], [1.686, 3.324, 9.481], [1.931, 2.662, 8.426], [1.025, 1.686, 7.999], [1.316, 1.254, 6.707], [2.523, 1.973, 6.212], [3.128, 2.724, 7.455], [0.405, 1.187, 6.112], [1.492, 0.178, 6.711], [2.288, 2.547, 5.315], [3.232, 1.321, 5.701], [3.324, 3.782, 7.281], [3.966, 2.136, 7.827], [-2.749, -0.277, -7.790], [-2.281, -1.009, -6.951], [-1.171, -1.813, -7.116], [-0.924, -2.631, -5.979], [-1.741, -2.024, -4.901], [-2.939, -1.324, -5.648], [0.131, -2.468, -5.759], [-1.186, -3.689, -5.996], [-1.156, -1.393, -4.231], [-2.307, -2.760, -4.329], [-3.150, -0.470, -5.005], [-3.877, -1.879, -5.683], [-6.416, -2.170, -1.749], [-6.049, -1.837, -0.624], [-6.834, -0.998, 0.261], [-6.210, -0.869, 1.503], [-4.734, -1.144, 1.208], [-4.712, -2.096, 0.016], [-6.723, -1.575, 2.157], [-6.293, 0.108, 1.978], [-4.237, -1.618, 2.055], [-4.280, -0.171, 1.018], [-4.586, -3.136, 0.317], [-3.946, -1.747, -0.676], [4.808, 2.078, -2.174], [5.327, 1.174, -3.012], [6.162, 1.837, -3.925], [6.021, 3.185, -3.558], [5.218, 3.326, -2.399], [4.149, 1.813, -1.456], [4.974, 0.161, -2.892], [6.814, 1.463, -4.702], [6.500, 4.062, -3.965], [4.935, 4.178, -1.798]]}